{
  "formula": "C20H61BF4N5O8",
  "method": "ωB97M-V/def2-TZVPD",
  "spin_multiplicity": 2,
  "s2": 0.754,
  "fmax_ev_per_a": 3.85,
  "homo_lumo_gap_ev": [8.11, 2.81],
  "symbols": ["B", "F", "F", "F", "F", "C", "C", "C", "O", "C", "N", "H", "H", "H", "H", "H", "H", "H", "H", "H", "H", "H", "C", "C", "C", "O", "C", "N", "H", "H", "H", "H", "H", "H", "H", "H", "H", "H", "H", "C", "C", "C", "O", "C", "N", "H", "H", "H", "H", "H", "H", "H", "H", "H", "H", "H", "C", "C", "C", "O", "C", "N", "H", "H", "H", "H", "H", "H", "H", "H", "H", "H", "H", "C", "C", "C", "O", "C", "N", "H", "H", "H", "H", "H", "H", "H", "H", "H", "H", "H", "O", "H", "H", "O", "H", "H", "O", "H", "H"],
  "positions_angstrom": [[0.6744, -1.4135, -1.5187], [0.3315, -1.8939, -2.7271], [1.6189, -2.1562, -0.9443], [1.1906, -0.1309, -1.7037], [-0.3868, -1.4615, -0.6398], [2.9414, -4.9007, 0.1509], [2.2688, -4.2759, 1.3709], [3.0122, -3.0365, 1.9058], [4.3937, -3.3033, 2.2100], [5.1570, -2.1319, 2.4838], [0.9026, -3.9861, 0.9975], [2.2503, -5.6239, -0.2820], [3.8172, -5.4188, 0.5414], [3.0446, -4.0745, -0.5526], [2.2830, -5.0116, 2.1750], [2.5935, -2.8857, 2.9008], [2.8196, -2.2007, 1.2332], [5.0629, -1.4593, 1.6312], [6.2127, -2.3780, 2.5980], [4.8687, -1.6877, 3.4365], [1.0263, -3.2290, 0.3405], [0.2831, -3.5512, 1.6662], [4.3859, 2.2087, -3.2833], [3.6641, 3.0992, -2.2780], [2.4457, 3.8126, -2.8564], [1.9127, 4.7855, -1.9096], [0.5166, 4.8828, -1.9322], [3.3174, 2.2603, -1.0790], [4.7914, 2.8774, -4.0427], [3.6693, 1.5184, -3.7283], [5.0613, 1.5391, -2.7508], [4.5116, 3.7450, -2.0483], [1.7369, 3.0481, -3.1747], [2.7961, 4.4061, -3.7008], [0.0781, 5.1986, -2.8788], [0.3700, 5.6540, -1.1760], [0.0501, 3.9620, -1.5820], [2.8339, 2.9436, -0.5138], [2.6806, 1.4842, -1.1891], [2.3068, 2.7219, 4.4150], [1.7741, 1.3442, 3.9869], [1.5896, 1.1033, 2.5024], [0.5917, 2.0130, 1.9835], [0.0086, 1.7910, 0.7398], [2.6721, 0.3801, 4.6579], [2.5905, 2.5919, 5.4594], [1.5495, 3.5057, 4.4074], [3.1661, 3.1907, 3.9356], [0.8288, 1.2804, 4.5260], [1.1767, 0.1249, 2.2567], [2.5585, 1.1388, 2.0044], [0.6905, 1.7614, -0.1100], [-0.7878, 2.5002, 0.5141], [-0.2744, 0.7392, 0.6989], [2.0852, -0.4240, 4.8286], [2.9399, 0.6566, 5.5917], [-2.7326, -3.7355, 1.0231], [-3.8603, -2.7863, 0.5376], [-4.2982, -1.5804, 1.4036], [-4.6510, -1.9883, 2.7394], [-5.3641, -1.0787, 3.5002], [-3.3903, -2.4446, -0.7853], [-2.8108, -3.9638, 2.0861], [-1.7671, -3.2392, 0.9253], [-2.6965, -4.6546, 0.4382], [-4.6826, -3.4926, 0.4232], [-5.1439, -1.0448, 0.9722], [-3.4847, -0.8742, 1.5699], [-6.1913, -0.6354, 2.9458], [-4.7394, -0.2634, 3.8651], [-5.7512, -1.6731, 4.3278], [-3.2772, -3.2445, -1.3915], [-2.4833, -2.0054, -0.7173], [-4.4863, 4.7695, -1.4142], [-4.9283, 3.2689, -1.3380], [-3.8399, 2.2641, -1.3198], [-3.0364, 2.2566, -2.5211], [-1.9725, 1.3073, -2.4976], [-5.8368, 3.2538, -0.1809], [-5.3447, 5.4371, -1.3404], [-3.9159, 5.0515, -2.2993], [-3.7818, 4.9333, -0.5987], [-5.5775, 3.2141, -2.2119], [-4.2685, 1.2651, -1.2394], [-3.2190, 2.4785, -0.4500], [-1.1103, 1.5699, -1.8846], [-1.5313, 1.1403, -3.4803], [-2.4287, 0.3867, -2.1339], [-6.3808, 2.4032, -0.1562], [-6.5935, 3.8830, -0.4080], [-0.1549, -3.2042, -4.8960], [-0.1884, -2.5654, -4.1839], [0.7385, -3.5468, -4.8692], [-0.4302, -4.7651, -1.6436], [-0.2077, -3.9335, -2.0621], [0.0102, -4.7319, -0.7944], [3.1411, -1.6346, -3.5391], [3.6816, -2.0397, -2.8608], [2.3327, -1.3910, -3.0881]],
  "mulliken_charge": [-0.818, 0.091, -0.198, 0.270, -0.048, -1.365, -0.016, -0.241, -0.398, -0.643, -0.367, 0.370, 0.405, 0.152, 0.624, 0.234, 0.230, 0.280, 0.253, 0.264, 0.063, 0.270, -1.586, 0.376, -0.539, -0.358, -0.476, -0.576, 0.445, 0.286, 0.375, 0.269, 0.283, 0.370, 0.336, 0.279, 0.086, 0.293, 0.153, -1.484, 0.297, 0.006, -0.487, 0.649, -0.625, 0.418, 0.333, 0.299, 0.192, -0.053, 0.253, -0.332, 0.195, -0.191, 0.223, 0.234, -1.093, 0.417, -0.662, -0.361, -0.729, -0.051, 0.395, 0.116, 0.392, 0.378, 0.450, 0.332, 0.320, 0.297, 0.251, 0.417, -0.003, -1.446, 0.336, -0.154, -0.447, -0.344, -0.769, 0.389, 0.318, 0.325, 0.273, 0.227, 0.148, 0.050, 0.378, 0.129, 0.227, 0.297, -0.713, 0.421, 0.308, -0.714, 0.331, 0.393, -0.720, 0.328, 0.210]
}